[1]
Here is C11H38N4O8 as an isolated structure at a distorted geometry from OMol25. Energies are from ωB97M-V with the def2-TZVPD basis set.

```
61
Properties=species:S:1:pos:R:3:forces:R:3:lowdin_charge:R:1
C -3.167457 0.756565 -1.638354 -0.667 1.566 -0.551 -0.023
O -1.933670 0.010909 -1.704203 -11.128 6.103 -5.888 0.044
H -3.285906 1.370949 -0.745827 0.438 -0.760 0.450 0.080
H -3.126725 1.550229 -2.384374 0.087 -0.141 -0.400 0.097
H -4.103723 0.226219 -1.812252 0.469 -0.708 0.115 0.103
H -1.712508 -0.087051 -2.633233 0.275 -0.179 -0.279 0.180
C 1.735314 -1.287279 -2.754042 -0.518 0.252 0.858 -0.169
O 0.787200 -2.189387 -2.178669 4.773 -3.632 -4.502 -0.107
H 2.689514 -1.286574 -2.227148 0.310 -0.494 0.189 0.069
H 1.981527 -1.317141 -3.815439 -0.510 -0.786 -0.185 0.081
H 1.414210 -0.255966 -2.607835 -0.418 -0.030 -0.192 0.034
H 0.163960 -1.691327 -1.644701 0.016 -0.568 -0.492 -0.184
C 2.534592 1.789946 1.157155 2.020 0.500 1.862 -0.090
O 2.729527 2.171998 -0.223974 -0.770 0.175 5.867 -0.160
H 2.420766 2.740295 1.678667 -0.082 -0.380 0.490 0.098
H 1.725874 1.111513 1.428819 0.285 0.516 -0.977 0.059
H 3.408171 1.307744 1.595836 0.473 -0.066 -0.466 0.110
H 3.560619 2.652414 -0.214398 0.039 0.942 0.726 0.139
C -0.005162 -2.842304 3.665365 1.284 -0.537 -0.423 -0.797
O 0.946320 -3.559511 3.446709 0.876 -1.025 0.202 0.055
N -0.032862 -1.596330 3.291886 0.265 2.635 0.691 0.110
N -1.122978 -3.189706 4.258256 -2.590 -2.250 2.224 0.154
H 0.774311 -1.243686 2.797722 -0.810 -0.385 1.062 0.074
H -0.861287 -1.056308 3.497275 0.667 0.311 -0.222 0.124
H -1.083074 -4.040646 4.800874 -0.412 0.095 -0.310 0.121
H -1.989273 -2.675243 4.187772 0.405 -0.221 0.222 0.106
C 2.215141 1.842907 -2.929744 3.182 -2.074 -3.646 -0.767
O 2.077518 1.593220 -4.118216 -0.074 -0.033 -0.903 0.018
N 1.310102 2.422862 -2.234426 -3.617 2.059 2.167 0.170
N 3.322369 1.517915 -2.234815 2.759 -0.528 -0.814 0.164
H 1.403728 2.282805 -1.238569 -0.707 0.711 -0.707 0.048
H 0.467231 2.682959 -2.726367 0.207 -0.248 0.180 0.133
H 4.144620 1.039269 -2.573762 -0.756 0.094 -0.996 0.124
H 3.439679 1.911074 -1.311907 0.396 -1.804 -2.900 -0.015
C -1.249203 2.347211 0.914418 0.010 0.282 -0.116 -0.040
C 0.182521 2.964714 0.761371 -1.442 -0.243 0.048 -0.314
O 0.143664 4.001499 -0.170017 -0.324 0.972 -0.491 -0.051
H -1.506705 1.843031 1.845866 0.389 0.270 0.272 0.075
H -1.550564 1.627280 0.153510 0.712 -0.017 -0.210 0.029
H -1.971860 3.148527 0.760257 0.088 0.301 0.354 0.085
H 0.966812 2.280668 0.437228 -1.910 0.401 0.346 0.013
H 0.524461 3.443431 1.678985 -0.272 -0.212 0.179 0.125
H -0.135362 3.626613 -1.008590 0.023 0.258 -0.088 0.063
C 0.218511 -0.623510 1.111508 1.147 1.777 -1.336 -0.074
C 0.505311 -0.178374 -0.314638 1.218 0.667 2.204 -0.265
O -0.355668 -0.865033 -1.058295 3.643 -0.848 3.589 -0.097
H -0.666962 -0.083597 1.446975 -0.253 -0.618 0.109 0.086
H 1.004950 -0.294819 1.790896 0.163 0.052 -0.524 0.062
H 0.111602 -1.708209 1.121289 0.830 1.619 -0.163 0.058
H 1.540788 -0.393180 -0.578726 0.084 0.142 -0.038 0.129
H 0.276139 0.877866 -0.455798 0.456 -0.006 0.040 0.087
H -1.167338 -0.369503 -1.189617 1.922 -0.809 3.085 -0.254
C -1.673033 -3.034628 0.997162 -0.542 1.594 -0.139 -0.021
C -2.466219 -2.099379 0.049180 2.503 -0.742 -1.053 -0.318
O -3.494726 -2.839858 -0.483514 -2.381 -0.688 -0.314 -0.058
H -0.652790 -2.662737 1.091452 -1.074 -1.411 0.073 0.030
H -1.639503 -3.998547 0.489375 -0.040 -0.172 0.480 0.098
H -2.159644 -3.020558 1.972411 0.148 -0.716 -0.100 0.069
H -1.809239 -1.921302 -0.802155 -0.309 -0.371 0.800 0.097
H -2.771228 -1.091366 0.330206 -0.378 -0.308 0.865 0.119
H -3.032384 -3.639571 -0.744819 -0.582 -0.282 -0.324 0.083
```
Positions in Å, forces in eV/Å.

## Properties
E_LUMO   0.054 eV
ΔE to the lowest compared entry with this formula, charge and spin   14.768 eV
Net charge   0
F_max   14.0 eV Å⁻¹
Kohn-Sham gap   8.51 eV

[2]
Here is C11H39N12NiO12 as an isolated structure at a distorted geometry from OMol25. Energies are from ωB97M-V with the def2-TZVPD basis set.

```
75
Properties=species:S:1:pos:R:3:forces:R:3:mulliken_spin:R:1
Ni -1.619222 2.763528 1.687196 -0.948 -1.706 -1.805 1.848
O 0.245328 -0.892352 1.489676 -2.375 1.991 -0.375 0.003
C -0.342112 0.044448 0.712196 0.161 2.425 1.979 0.013
O 0.076928 0.257168 -0.419854 0.562 -0.619 -1.934 0.000
O -1.180672 0.845018 1.252626 -0.196 -0.442 1.068 0.046
H 0.776828 -1.346762 0.831936 1.405 -1.772 0.053 -0.001
C 3.909968 0.544828 0.059196 -0.794 0.993 1.267 0.000
O 4.479938 0.343728 -1.171564 1.092 -0.861 -0.633 0.000
H 4.513508 0.362878 0.948426 0.750 -0.547 -0.445 0.000
H 3.710118 1.612128 0.154236 -0.653 0.284 0.251 0.000
H 3.004148 -0.040912 0.215716 -0.306 0.060 -0.048 0.000
H 3.767788 0.170338 -1.791534 -0.142 0.114 -0.445 0.000
C 0.047468 -1.057642 4.722536 0.364 -0.400 0.578 0.000
O -0.929382 -0.389232 3.960146 0.042 0.166 0.005 0.000
H 0.391908 -0.382192 5.505616 0.036 -0.161 0.213 0.000
H -0.367682 -1.970842 5.148946 -0.104 0.061 0.260 0.000
H 0.926888 -1.387062 4.169186 -0.049 0.250 -0.375 0.000
H -0.649952 -0.427682 3.042526 -0.241 0.053 -0.201 0.001
C 1.961248 -2.831452 -0.635064 0.027 0.360 0.943 0.000
O 1.722828 -2.588002 0.537276 -0.765 0.458 2.096 0.000
N 1.713168 -1.982592 -1.547704 -1.263 3.731 -3.646 0.000
N 2.479078 -3.931902 -1.018144 2.154 -4.648 -1.172 0.000
H 1.894688 -2.108082 -2.533304 0.074 -0.136 0.338 0.000
H 1.289938 -1.099522 -1.300404 0.054 0.049 0.079 0.000
H 2.829688 -4.047402 -1.958264 -0.110 -0.087 0.309 0.000
H 2.734548 -4.626082 -0.330424 0.112 0.123 -0.113 0.000
C 1.431778 0.330978 -3.854404 -1.190 1.737 2.020 0.000
O 2.371918 0.507118 -3.143474 4.789 -0.364 1.988 0.000
N 1.460758 0.362908 -5.138474 0.950 -0.569 -4.485 0.000
N 0.266118 0.354128 -3.286824 -3.725 -0.155 0.569 0.000
H 0.643088 0.503098 -5.714554 0.456 -0.216 0.091 0.000
H 2.396048 0.303918 -5.515094 -0.393 0.214 -0.479 0.000
H -0.520762 0.132488 -3.879944 -0.331 -0.275 0.733 0.000
H 0.228068 0.376078 -2.277774 -0.237 -0.031 -0.216 0.001
C 0.529948 3.929328 -0.338144 1.464 0.227 1.417 0.005
O -0.559272 3.708278 0.138636 -4.569 -0.762 2.071 0.017
N 1.029828 5.114858 -0.345704 1.026 4.876 -0.341 0.001
N 1.354518 2.987388 -0.615084 1.274 -2.640 -1.343 0.001
H 2.005858 5.314578 -0.511744 -0.257 -0.235 -0.105 0.000
H 0.485548 5.896298 -0.009234 -0.014 -0.254 -0.162 0.000
H 2.148228 3.189538 -1.206054 -0.033 -0.750 0.080 0.000
H 0.889968 2.094418 -0.532034 0.751 -0.854 -0.524 0.000
C -3.467902 2.484978 -0.821554 1.033 0.594 -2.221 0.000
O -3.224012 2.794598 0.313096 0.764 0.440 4.130 0.041
N -2.628752 1.912068 -1.668934 2.547 -1.997 -1.009 0.000
N -4.539632 2.894168 -1.449244 -2.448 0.580 -0.736 0.004
H -2.753492 1.859268 -2.669814 -0.370 0.135 0.377 0.000
H -1.776772 1.456528 -1.374454 0.009 0.178 0.541 0.000
H -5.204712 3.479578 -0.964404 0.003 -0.179 -0.473 -0.001
H -4.576892 2.635108 -2.424744 -0.888 0.492 0.359 0.000
C -3.462182 2.014478 4.297436 1.591 -1.152 -2.009 0.006
O -2.874482 2.261138 3.191986 0.035 0.760 0.675 0.015
N -3.072952 1.032168 5.088836 1.290 -0.566 0.495 0.000
N -4.559812 2.597888 4.676076 -1.435 1.259 0.355 0.000
H -2.157942 0.655428 4.886556 0.186 -0.648 -0.236 0.000
H -3.575532 0.695918 5.897816 0.066 0.257 -0.284 0.000
H -4.985162 3.293268 4.079726 -0.183 -0.117 0.567 0.000
H -4.812202 2.329608 5.616516 -0.894 0.845 -0.357 0.000
C 3.534448 -4.025302 2.786096 -0.243 0.149 0.251 0.000
O 4.240508 -4.536802 3.576956 3.113 -2.437 3.100 0.000
N 3.632898 -2.744692 2.537676 0.926 3.238 -0.115 0.000
N 2.589518 -4.635822 2.143606 -2.385 -1.741 -1.954 0.000
H 3.000098 -2.235732 1.937156 0.568 0.120 0.201 0.000
H 4.434098 -2.411152 3.054316 -0.383 0.918 -0.385 0.000
H 2.530068 -5.641052 2.221496 -0.345 0.419 -0.147 0.000
H 2.126148 -3.982092 1.528766 -0.988 -0.992 -0.333 0.000
C -2.344202 -1.922552 -2.550334 -1.354 -0.026 -0.514 0.000
C -2.760492 -1.524862 -3.967044 1.179 -1.355 0.454 0.000
O -1.582702 -1.126282 -4.627014 0.342 0.734 -1.248 0.000
H -3.263112 -2.416932 -2.235214 0.057 0.175 1.023 0.000
H -2.025132 -1.102482 -1.907074 -0.196 -0.090 0.031 0.000
H -1.594332 -2.713452 -2.567604 0.169 0.257 -0.238 0.000
H -3.541952 -0.780572 -4.120214 -0.192 -0.027 0.558 0.000
H -3.025332 -2.473292 -4.434434 -0.736 0.048 -0.096 0.000
H -1.826722 -1.062882 -5.553314 0.313 0.042 -0.325 0.000
```
Positions in Å, forces in eV/Å.

## Properties
E_LUMO (alpha / beta)   -2.783 / -3.829 eV
Spin multiplicity   3
Net charge   +1
F_max   5.4 eV Å⁻¹
Kohn-Sham gap (alpha / beta)   7.81 / 6.76 eV

Record order is preserved below.
Electronic energy: -1262.4037 -3510.7800 Eh